Molecular formula: C6H8O2
Method: DFT, wB97M-V/def2-TZVPD

Structure (XYZ):
```
16
Properties=species:S:1:pos:R:3
O 1.48 -0.61 1.19
C 1.71 0.32 0.26
C 0.87 -0.17 -0.99
O 0.19 -1.36 -0.54
C -1.07 -0.85 -0.35
C -1.34 -0.18 0.96
C -1.02 0.74 0.04
C 0.43 1.11 -0.30
H 1.02 -1.26 0.76
H 2.56 0.85 -0.05
H 1.31 -0.59 -2.05
H -1.93 -1.12 -1.10
H -0.43 -0.64 1.66
H -2.36 0.22 1.24
H -1.94 1.45 0.03
H 0.50 2.08 -0.77
```

Its SMILES is O[C@H]1[C@H]2O[C@H]3C[C@H]3[C@@H]12. As for the spin multiplicity: 1. The value obtained for the HOMO energy is -8.40 eV. Its energy above the lowest of the compared OMol25 structures with the same formula, charge and spin is 7.301 eV.

natural (NBO) population analysis, charges in e, atoms 1 to 4: number 1, O, carries -0.686; number 2, C, carries 0.097; number 3, C, carries 0.020; number 4, O, carries -0.526